1.
A single C5H12N2 molecule in a non-equilibrium geometry, computed with ωB97M-V with the def2-TZVPD basis set.

Last column: natural (NBO) charge in e.
Geometry (Å):
C -1.4721 -0.5170 2.8667  -0.400
N -1.5420 0.1594 1.5921  -0.611
C -0.3636 0.2575 0.8550  0.018
C -0.1325 1.0107 -0.2116  -0.292
C 1.1204 0.9343 -1.0252  -0.422
C 0.9647 -0.0012 -2.2401  -0.199
N 0.7614 -1.3943 -1.9156  -0.836
H -0.9224 -1.4470 2.7300  0.198
H -0.9537 0.0321 3.6637  0.167
H -2.4715 -0.7101 3.2348  0.200
H -2.0564 1.0245 1.5881  0.371
H 0.4092 -0.4574 1.1352  0.175
H -0.8899 1.7070 -0.5296  0.188
H 2.0131 0.6836 -0.4561  0.196
H 1.3097 1.8609 -1.4758  0.207
H 0.1309 0.4029 -2.8163  0.183
H 1.8757 0.1549 -2.8426  0.152
H 1.5434 -1.7630 -1.3900  0.348
H 0.6757 -1.9378 -2.7629  0.357

## Properties
Charge: 0
M (u): 100.2
Energy above the lowest of the compared OMol25 structures with the same formula, charge and spin (kJ/mol): 126.4
HOMO-LUMO gap (eV): 8.804
E_tot (a.u.): -307.1812
Lowest unoccupied orbital energy (eV): 1.2165
SMILES string: CN/C=C/CCN
E_HOMO (eV): -7.59

=====

2.
2 unconnected molecules or ions with the total composition C4H11O3 in a non-equilibrium geometry, computed with ωB97M-V with the def2-TZVPD basis set.

Last column: natural (NBO) charge in e.
Geometry (Å):
C 0.4745 -1.4130 -1.6488  0.023
O 0.7637 -2.5113 -0.9470  -0.946
C -0.2615 -0.3618 -0.6679  -0.459
C 0.5258 -0.2369 0.5959  -0.474
C 1.0764 1.2380 0.5813  -0.057
O 1.4371 1.7544 1.8943  -0.745
H -0.3046 -1.4801 -2.4011  0.088
H 1.4690 -0.8461 -2.0630  0.036
H -1.2881 -0.7278 -0.4749  0.162
H -0.4192 0.5613 -1.2177  0.165
H 1.2404 -1.0661 0.6973  0.256
H -0.0721 -0.4020 1.5185  0.183
H 2.0047 1.2387 -0.0308  0.155
H 0.3826 1.9652 0.1677  0.162
H 1.7492 0.9454 2.3279  0.456
H -2.1876 0.6550 0.3689  0.488
H -3.5169 -0.0882 0.5856  0.465
O -3.0734 0.7752 0.7138  -0.957

## Properties
Charge: -1
M (u): 107.1
Energy above the lowest of the compared OMol25 structures with the same formula, charge and spin (kJ/mol): 192.8
HOMO-LUMO gap (eV): 6.378
E_tot (a.u.): -384.6802
Lowest unoccupied orbital energy (eV): 3.7199
E_HOMO (eV): -2.66

=====

3.
3 unconnected molecules or ions with the total composition C3H4BrNO in a non-equilibrium geometry, computed with ωB97M-V with the def2-TZVPD basis set.

Last column: natural (NBO) charge in e.
Geometry (Å):
C 0.1005 0.7073 -0.7310  0.316
C 2.3430 -0.6562 -0.5380  0.502
C -0.2145 1.3617 0.4397  -0.751
N 0.4625 0.1481 -1.6607  -0.334
O 2.0124 -1.7438 -0.2976  -0.534
Br -2.1115 -1.5891 0.0712  -0.204
H -1.1354 0.9518 0.9102  0.267
H 0.5944 1.2407 1.1957  0.265
H -0.4774 2.4279 0.2379  0.264
H -1.5741 -2.8483 0.3727  0.209

## Properties
Charge: 0
M (u): 150.0
Energy above the lowest of the compared OMol25 structures with the same formula, charge and spin (kJ/mol): 91.8
HOMO-LUMO gap (eV): 11.508
E_tot (a.u.): -2820.6784
Lowest unoccupied orbital energy (eV): 0.6000
E_HOMO (eV): -10.91

=====

4.
2 unconnected molecules or ions with the total composition H2N2OS in a non-equilibrium geometry, computed with ωB97M-V with the def2-TZVPD basis set.

Last column: natural (NBO) charge in e.
Geometry (Å):
N -2.9388 1.7417 -0.1789  0.080
N -2.0190 1.1149 -0.3363  -0.085
S -0.6896 0.1790 -0.2480  0.004
O 1.8536 -1.4007 0.0136  -0.899
H 2.5077 -1.0790 0.5871  0.459
H 1.2860 -0.5558 0.1624  0.442

## Properties
Charge: 0
M (u): 78.1
Energy above the lowest of the compared OMol25 structures with the same formula, charge and spin (kJ/mol): 37.1
HOMO-LUMO gap (eV): 10.177
E_tot (a.u.): -584.0920
Lowest unoccupied orbital energy (eV): -0.0572
SMILES string: N#[N+][S-].O
E_HOMO (eV): -10.23

=====

5.
A molecular structure, C33H24ClN7O6SSr in a non-equilibrium geometry, computed with ωB97M-V with the def2-TZVPD basis set.

Last column: natural (NBO) charge in e.
Geometry (Å):
Sr -0.4766 0.0612 -0.5306  1.793
O 5.0992 -0.7846 3.9437  -0.725
C 5.2880 -0.1842 2.8767  0.743
O 6.2407 0.4322 2.3872  -0.722
C 4.0221 -0.2439 1.9363  -0.042
C 3.0666 -1.2311 2.0967  -0.215
C 1.9706 -1.2401 1.2405  0.152
N 1.7089 -0.2021 0.4316  -0.578
C 2.5873 0.8065 0.3418  0.152
C 3.8156 0.7444 0.9924  -0.171
C 2.2292 1.9430 -0.5388  0.180
C 3.0646 3.0537 -0.6480  -0.226
C 2.7521 4.0561 -1.5473  -0.141
C 1.6055 3.9346 -2.3135  -0.257
C 0.8049 2.8221 -2.1231  0.062
N 1.0955 1.8490 -1.2554  -0.555
C 1.0115 -2.3688 1.2080  0.181
C 1.1932 -3.5033 1.9996  -0.222
C 0.2519 -4.5141 1.9688  -0.140
C -0.8373 -4.3905 1.1209  -0.254
C -0.9266 -3.2553 0.3368  0.058
N -0.0392 -2.2591 0.3791  -0.539
H 3.2187 -1.9599 2.8796  0.251
H 4.6233 1.4435 0.8254  0.243
H 3.9486 3.1383 -0.0349  0.235
H 3.3998 4.9169 -1.6497  0.226
H 1.3300 4.6879 -3.0380  0.228
H -0.1083 2.6968 -2.6888  0.234
H 2.0618 -3.5930 2.6334  0.236
H 0.3688 -5.3900 2.5931  0.228
H -1.6031 -5.1509 1.0634  0.231
H -1.7502 -3.1339 -0.3542  0.218
O -5.7575 -1.2723 1.9789  -0.674
C -5.1645 -0.4532 2.8184  0.780
O -5.6336 -0.1634 3.8903  -0.585
C -3.8534 0.1300 2.3841  -0.265
C -3.1224 1.0389 3.1392  0.179
Cl -3.4546 1.7300 4.6443  0.126
N -1.9655 1.2925 2.4837  -0.195
N -1.9092 0.6015 1.3395  -0.369
C -3.0371 -0.0986 1.2522  0.061
C -3.2693 -0.9576 0.0261  0.791
O -4.3386 -1.5788 -0.0715  -0.674
O -2.3374 -0.9814 -0.8238  -0.870
C -0.8664 2.1104 2.8874  0.180
C 0.3778 1.5141 3.0431  -0.243
C 1.4651 2.2881 3.4156  -0.188
C 1.2985 3.6476 3.6369  -0.194
C 0.0484 4.2329 3.4899  -0.198
C -1.0434 3.4682 3.1099  -0.227
H -5.2245 -1.4121 1.1390  0.501
H 0.4802 0.4446 2.9093  0.229
H 2.4349 1.8272 3.5545  0.243
H 2.1477 4.2507 3.9305  0.226
H -0.0775 5.2918 3.6719  0.223
H -2.0159 3.9233 2.9828  0.231
C -2.6275 -3.3191 -4.5271  -0.659
C -1.7790 -2.0980 -4.4244  0.317
C -0.5581 -1.9477 -5.0192  -0.358
C 0.1322 -0.7309 -4.8249  0.335
N -0.3695 0.2568 -4.1071  -0.515
C -1.5848 0.1239 -3.5358  0.240
S -2.3087 1.3457 -2.6572  -0.267
N -2.2598 -1.0653 -3.7033  -0.532
C 1.4799 -0.5119 -5.4319  -0.657
H -2.1744 -4.0459 -5.1953  0.239
H -3.6150 -3.0547 -4.9081  0.245
H -2.7635 -3.7774 -3.5458  0.248
H -0.1281 -2.7409 -5.6113  0.235
H -3.1097 -1.1623 -3.1587  0.458
H 1.7143 -1.2764 -6.1694  0.221
H 2.2431 -0.5259 -4.6515  0.248
H 1.5095 0.4736 -5.8941  0.248

## Properties
Charge: 0
M (u): 769.7
HOMO-LUMO gap (eV): 7.055
E_tot (a.u.): -2995.9768
Lowest unoccupied orbital energy (eV): -0.9014
E_HOMO (eV): -7.96

=====

6.
A molecular structure, C10H13FN2ReS5SbSi in a non-equilibrium geometry, computed with ωB97M-V with the def2-TZVPD basis set.

Last column: natural (NBO) charge in e.
Geometry (Å):
Re -1.3752 -1.2030 -0.9068  1.083
C 2.4521 1.2365 -0.0978  -1.189
Si 1.5907 -0.0693 -0.9846  1.771
C 2.3400 -1.8428 -0.9803  -1.106
C 1.0571 0.4999 -2.6743  -1.145
N 0.0044 -0.4089 -0.0340  -0.761
C -0.1815 0.0877 1.3018  -0.047
C -0.1899 -0.8061 2.3533  -0.194
C -0.3651 -0.4074 3.6837  -0.198
C -0.4788 0.9610 3.8821  -0.150
C -0.4824 1.8862 2.8413  -0.289
C -0.3165 1.4315 1.5525  0.444
F -0.2860 2.2700 0.5152  -0.319
H 2.4840 0.9676 0.9701  0.266
H 1.9242 2.2100 -0.1495  0.282
H 3.4914 1.2730 -0.4735  0.292
H 2.6786 -2.1509 -1.9592  0.262
H 1.5305 -2.5540 -0.6994  0.233
H 3.1224 -1.9436 -0.2005  0.275
H 1.9208 0.8245 -3.1776  0.279
H 0.2794 1.2857 -2.6535  0.259
H 0.6403 -0.2870 -3.2728  0.235
H 0.0168 -1.8471 2.1203  0.230
H -0.3599 -1.1534 4.4949  0.259
H -0.5241 1.2829 4.9453  0.252
H -0.6180 2.9106 3.1021  0.261
S -4.1970 1.8200 1.1980  -0.346
Sb -4.4422 1.9369 -0.8449  1.382
S -2.6268 -2.0765 0.4438  0.287
S -2.4561 0.2536 -2.0689  -0.264
S -5.5162 2.8165 -2.5615  -0.264
S -0.0667 -3.5952 -4.5031  0.457
C -0.3871 -3.0812 -3.1164  0.171
N -0.6631 -2.5277 -2.0454  -0.704

## Properties
Charge: +2
M (u): 676.6
Energy above the lowest of the compared OMol25 structures with the same formula, charge and spin (kJ/mol): 12.2
HOMO-LUMO gap (eV): 5.565
E_tot (a.u.): -3196.5936
Lowest unoccupied orbital energy (eV): -9.7469
E_HOMO (eV): -15.31

=====

7.
A molecular structure, C3H4BrNO4 in a non-equilibrium geometry, computed with ωB97M-V with the def2-TZVPD basis set.

Last column: natural (NBO) charge in e.
Geometry (Å):
C 0.2439 -0.8451 -1.0602  -0.192
C 1.2000 -0.2310 1.1437  0.211
C -0.9257 -0.2041 -0.3115  0.171
N -1.1015 1.3792 -0.2833  0.525
O -2.1593 1.7886 0.0652  -0.315
O -0.1342 1.9526 -0.7211  -0.361
O 1.3190 -1.0648 -0.0495  -0.534
O -0.1322 -0.0588 1.4179  -0.554
Br -2.5210 -1.0503 0.0562  0.231
H 0.1599 -1.7213 -1.7026  0.248
H 0.6769 0.0145 -1.6573  0.236
H 1.6330 -0.7589 2.0534  0.194
H 1.7412 0.7994 1.0492  0.140

## Properties
Charge: 0
M (u): 198.0
Energy above the lowest of the compared OMol25 structures with the same formula, charge and spin (kJ/mol): 218.2
HOMO-LUMO gap (eV): 9.083
E_tot (a.u.): -3046.2250
Lowest unoccupied orbital energy (eV): -1.0271
E_HOMO (eV): -10.11

=====

Q: What is the E_tot in the third record?
A: -2820.6784 a.u.

=====

Q: Which formula does entry 5 have?
A: C33H24ClN7O6SSr